Record 1
A structure of composition C18H26FN4O6S2SiV at a distorted geometry. Source: the Open Molecules 2025 dataset; level of theory: ωB97M-V/def2-TZVPD.

The value obtained for the HOMO energy (alpha / beta) is -14.73 / -14.73 eV. For the max |F|, the calculation gives 1.315 eV/Å. Its spin multiplicity is 1. The energy above the lowest of the compared OMol25 structures with the same formula, charge and spin is 41.5 kcal/mol. The total charge is +2.

Geometry as XYZ:
```
59
Properties=species:S:1:pos:R:3:forces:R:3:mulliken_charge:R:1
V -0.27705 0.32120 -0.87291 1.016 -0.787 -0.275 0.8783
O 0.11218 0.81585 2.97905 0.034 0.060 0.046 -0.7106
S -0.89439 0.65935 1.98806 -0.203 -0.278 -0.035 1.5342
O -2.17761 0.14464 2.36783 -0.105 -0.092 -0.122 -0.7999
O -0.28571 -0.25857 0.87042 -0.140 0.388 0.323 -0.1786
C -1.13619 2.26142 1.19115 -0.061 -0.015 0.031 0.1608
C -0.51690 3.29245 1.88849 -0.036 0.071 -0.041 -0.5284
C -0.74554 4.62485 1.55644 0.026 -0.029 0.049 -0.7783
C -1.61548 4.94751 0.53657 -0.039 0.010 -0.053 -0.6600
C -2.22986 3.93449 -0.19357 -0.012 0.057 0.009 -0.9886
C -2.00250 2.60753 0.11970 -0.046 0.034 0.086 0.6340
S -2.59411 1.46648 -1.10145 0.423 0.155 -0.049 1.1098
O -2.59939 0.14415 -0.46289 0.005 -0.048 -0.059 -0.4106
O -3.73111 1.93430 -1.78755 -0.076 0.005 -0.026 -0.6267
O -1.30664 1.37267 -1.99030 -0.497 0.528 0.131 -0.4837
H 0.11735 3.04639 2.72784 0.001 -0.003 -0.006 0.5938
H -0.25454 5.40433 2.12276 0.009 -0.010 0.002 0.4594
H -1.81403 5.98118 0.28868 -0.010 -0.005 0.001 0.4539
H -2.88424 4.17746 -1.02106 0.009 -0.012 -0.004 0.5248
C 3.33859 -2.25770 -1.49202 0.091 -0.007 -0.007 -0.9109
Si 2.40557 -2.60999 0.03569 -0.050 -0.109 -0.140 0.3831
C 2.80194 -1.69040 1.56251 -0.001 0.029 0.048 -0.7037
C 1.26232 -4.01702 0.10429 -0.048 -0.039 -0.005 -0.5102
N 1.26030 0.79232 -1.13438 -0.501 0.284 -0.211 0.0145
C 2.43075 1.37731 -1.51293 -0.127 -0.242 0.172 -0.5902
C 3.51355 1.48030 -0.62151 0.108 0.043 -0.020 0.0641
C 4.67326 2.09813 -1.02941 -0.051 -0.035 0.000 -0.9285
C 4.76648 2.60681 -2.32872 0.013 0.007 -0.002 -0.3249
C 3.71282 2.51055 -3.22533 -0.018 -0.017 -0.003 -0.7283
C 2.55012 1.89915 -2.80891 0.062 0.071 -0.109 0.8600
F 1.51834 1.78655 -3.63266 -0.022 -0.007 0.027 -0.2379
H 3.57629 -3.20767 -1.97953 0.022 0.013 -0.015 0.4267
H 4.25443 -1.70047 -1.29571 -0.003 0.002 -0.013 0.3725
H 2.72687 -1.69891 -2.20524 -0.058 -0.005 0.026 0.3084
H 2.73162 -2.35575 2.42609 -0.001 0.008 0.005 0.3975
H 2.08857 -0.87812 1.73796 -0.039 -0.007 -0.038 0.0459
H 3.80529 -1.26625 1.50882 -0.004 0.005 0.023 0.4097
H 1.66169 -4.74719 0.81813 -0.010 -0.014 -0.011 0.4362
H 1.15288 -4.47514 -0.87787 0.005 -0.024 0.010 0.3748
H 0.26957 -3.72020 0.46574 0.040 0.059 0.039 0.0192
H 3.40413 1.08986 0.38203 -0.019 0.008 0.003 0.4808
H 5.50821 2.19377 -0.35011 0.003 0.011 -0.001 0.4599
H 5.68055 3.09143 -2.64500 0.001 -0.004 -0.004 0.4291
H 3.77855 2.90040 -4.23167 0.004 0.005 0.003 0.4951
N -4.59051 -1.35936 1.08998 0.173 0.078 -0.023 -0.0357
C -4.46352 -2.82600 1.42201 -0.006 0.002 0.018 -0.6030
C -3.01229 -3.18300 1.72048 0.005 -0.021 0.032 -0.7085
N -2.08570 -3.05339 0.61206 -0.002 0.023 -0.020 -0.3181
H -5.56340 -1.05459 1.08925 -0.016 0.008 -0.009 0.4295
H -4.18619 -1.14768 0.17182 0.009 0.010 0.037 0.2523
H -4.05659 -0.77695 1.74865 0.027 -0.018 0.073 0.2346
H -4.84468 -3.37114 0.55999 -0.023 -0.027 0.016 0.3613
H -5.10856 -3.02256 2.27652 0.025 0.039 0.026 0.3932
H -3.00768 -4.21333 2.07763 -0.002 -0.011 -0.023 0.4567
H -2.64986 -2.56900 2.54904 -0.026 -0.006 -0.010 0.3116
H -1.95398 -2.09494 0.31816 0.022 0.015 -0.008 0.0474
H -2.34051 -3.61646 -0.19028 -0.009 -0.003 -0.016 0.2662
N -0.04363 -2.39339 -2.45097 0.060 -0.056 0.159 -0.5033
C -0.12985 -1.39765 -1.87190 0.066 -0.095 -0.038 0.1895
```
Positions in Å, forces in eV/Å.



Record 2
A structure of composition C18H27As2Cl3F9GeN3O6PbSTe at a distorted geometry. Source: the Open Molecules 2025 dataset; level of theory: ωB97M-V/def2-TZVPD.

The value obtained for the HOMO energy is -9.26 eV. For the max |F|, the calculation gives 1.412 eV/Å. Its spin multiplicity is 1. The energy above the lowest of the compared OMol25 structures with the same formula, charge and spin is 27.8 kcal/mol.

Geometry as XYZ:
```
72
Properties=species:S:1:pos:R:3:forces:R:3:mulliken_charge:R:1
Pb -0.57703 -1.02954 0.43734 0.826 0.234 0.414 1.5458
O -3.70713 3.29342 1.39643 -0.261 -0.416 -0.166 -0.5404
As -2.15343 3.55674 0.69592 0.570 -0.124 1.286 0.5029
O -1.96425 5.15589 0.65356 0.164 0.212 -0.438 -0.7745
O -0.92236 2.81626 1.83116 -0.528 0.155 -0.075 -0.1829
C -1.11961 2.29060 3.07527 -0.085 -0.250 0.120 -0.2668
C -0.43892 2.88270 4.13721 -0.099 -0.016 -0.157 -0.2145
C -0.50343 2.33546 5.40266 -0.038 0.025 0.051 -0.6424
C -1.25502 1.19152 5.64845 0.000 -0.025 0.062 -0.7150
C -1.93445 0.59043 4.61041 -0.007 0.014 -0.090 -1.1556
C -1.86846 1.12872 3.32894 0.145 0.174 -0.398 1.0128
S -2.77842 0.24623 2.09553 -0.560 -0.305 -0.479 0.9911
O -4.18254 0.47194 2.30726 0.092 0.102 0.257 -0.7233
O -2.35008 -1.17217 2.14256 -0.060 0.167 0.428 -0.7271
O -2.35437 0.74155 0.75331 0.115 0.353 0.408 -0.1547
H -4.04572 2.38139 1.49631 0.179 0.037 -0.043 0.4212
H 0.14922 3.76507 3.92793 0.026 -0.003 -0.003 0.5055
H 0.03702 2.80701 6.21254 0.015 0.007 -0.002 0.4150
H -1.30571 0.77220 6.64348 0.012 -0.008 0.004 0.4158
H -2.51616 -0.31078 4.75684 0.012 0.014 0.107 0.5081
C 1.96662 -0.04931 -4.69137 -0.012 0.052 0.119 -1.6778
C 2.04486 0.95043 -3.53342 0.140 -0.044 -0.156 1.1990
C 3.34295 0.78170 -2.74651 -0.139 0.102 -0.004 -1.8334
C 1.96609 2.37451 -4.07645 -0.070 -0.184 0.114 -1.5794
N 0.86570 0.76254 -2.62883 0.266 -0.112 -0.129 0.2254
N 0.95271 -0.40192 -1.79119 -0.061 0.108 -0.367 -0.2740
H 2.78485 0.12312 -5.39005 0.011 -0.038 -0.020 0.4498
H 1.02230 0.06185 -5.22884 0.016 -0.003 -0.067 0.3810
H 2.04369 -1.08094 -4.34224 0.000 -0.013 0.000 0.3832
H 4.17110 1.18969 -3.32530 0.007 -0.025 -0.039 0.4873
H 3.57051 -0.26537 -2.54357 0.015 0.007 0.041 0.3454
H 3.29512 1.32899 -1.80310 0.052 -0.029 0.016 0.3786
H 2.67480 2.49422 -4.89479 -0.035 0.044 -0.035 0.5004
H 2.22284 3.08418 -3.29307 -0.025 0.072 -0.001 0.2638
H 0.96148 2.59008 -4.44920 0.007 0.065 -0.066 0.3000
H 0.05619 0.60721 -3.22483 -0.114 -0.201 -0.069 0.2387
H 1.80682 -0.30206 -1.24514 -0.128 -0.027 0.141 0.0146
H 1.03348 -1.24113 -2.36578 0.102 0.049 -0.044 0.2376
F 1.19157 0.47899 2.39872 -0.008 0.156 0.088 -0.4290
As 2.55950 1.13472 1.54991 -0.084 -0.513 -1.095 2.0994
F 2.64023 -0.42006 0.66997 0.021 0.146 0.201 -0.5183
F 3.63581 0.55188 2.74168 -0.042 0.113 -0.027 -0.4723
F 3.83968 1.70798 0.53744 -0.067 -0.024 0.174 -0.5047
F 2.36923 2.67557 2.25426 -0.086 0.033 0.190 -0.4558
F 1.41314 1.61740 0.22586 0.406 -0.167 0.552 -0.4984
C 0.39249 3.93489 -1.30463 0.170 0.097 0.375 -1.3943
Te -0.82903 2.20616 -1.10617 -0.373 1.116 -0.525 1.2261
C -2.11571 3.05266 -2.58861 -0.279 -0.212 -0.037 -1.3390
H 0.54347 4.15516 -2.35579 -0.114 -0.149 -0.073 0.4276
H 1.33551 3.77214 -0.79210 -0.014 -0.138 -0.017 0.1916
H -0.15662 4.74330 -0.81816 -0.028 -0.008 -0.053 0.6617
H -2.23882 4.10784 -2.34824 0.139 -0.015 -0.028 0.4917
H -3.07973 2.55025 -2.54454 0.035 -0.092 -0.005 0.3841
H -1.69166 2.91790 -3.58042 0.109 -0.024 0.029 0.3615
F -0.63335 -8.25329 1.99078 0.036 0.041 -0.020 -0.2552
C 0.44988 -7.65008 1.48482 0.047 -0.119 -0.035 0.8048
F 0.77992 -8.29614 0.35195 -0.028 0.043 0.062 -0.2385
F 1.45862 -7.82100 2.35092 -0.053 0.012 -0.028 -0.2590
C 0.19850 -6.18905 1.20691 0.008 0.121 0.003 0.4730
C -1.06384 -5.75484 0.83785 0.063 -0.032 0.016 -1.0660
C -1.23874 -4.40998 0.56123 -0.026 -0.104 0.030 -0.2725
N -0.23935 -3.52950 0.63794 -0.163 -0.284 -0.038 -0.1198
C 0.97301 -3.95416 0.99670 0.131 -0.003 0.002 -0.2042
C 1.24206 -5.27859 1.28743 -0.076 -0.049 -0.016 -0.9033
H -1.89536 -6.44093 0.76609 -0.012 0.015 0.008 0.4463
H -2.20566 -4.03188 0.25602 0.026 -0.012 0.047 0.5425
H 1.75666 -3.20506 1.05487 -0.027 0.028 0.019 0.4821
H 2.23567 -5.58878 1.57554 0.007 0.020 0.013 0.4642
Cl -4.63575 -0.55425 -1.20774 -0.133 0.072 0.184 -0.3437
Ge -2.64884 -1.36646 -1.43021 -0.456 -0.335 -1.029 0.7092
Cl -3.12307 -3.39424 -2.19566 0.094 0.089 0.092 -0.3676
Cl -2.21062 -0.39100 -3.44409 0.230 0.010 0.218 -0.3855
```
Positions in Å, forces in eV/Å.



> Among the records above, which one has the highest max |F|?

C18H27As2Cl3F9GeN3O6PbSTe



> What is the formula in the first record?

C18H26FN4O6S2SiV